Entry 1:
71
Properties=species:S:1:pos:R:3:forces:R:3 method="wB97M-V/def2-TZVPD" e_homo_ha=-0.3051 smiles="CC(C)(C)NC(=O)CN(C(=O)Cn1nnc(-c2ccc(Cl)cc2)n1)C1CCN(Cc2ccccc2)CC1" homo_lumo_gap_ha=0.3155
C 6.0827 3.1296 0.7052 -0.094 -0.254 -0.004
C 5.7597 1.6408 0.8111 0.188 -0.175 0.196
C 6.9160 0.8031 0.2600 -0.155 0.048 0.076
C 5.4740 1.2576 2.2661 0.031 -0.001 -0.192
N 4.5613 1.4051 0.0052 0.281 0.569 0.039
C 3.9534 0.2248 -0.1532 -0.572 0.118 -0.498
O 4.3244 -0.8353 0.3121 0.232 -0.385 0.196
C 2.6862 0.3193 -1.0274 0.257 -0.079 -0.101
N 1.5843 1.0068 -0.3647 0.090 -0.074 -0.056
C 1.5510 2.3429 -0.4732 -0.268 0.092 0.173
O 2.4527 2.9817 -0.9962 0.086 0.392 -0.143
C 0.3488 3.1161 0.0973 0.864 0.371 -0.007
N -0.9129 2.6841 -0.4164 -0.945 -0.337 0.038
N -1.2634 2.7677 -1.6753 0.972 0.476 -0.461
N -2.4426 2.2755 -1.7774 -0.680 -0.259 -0.234
C -2.8141 1.8836 -0.5385 1.011 0.413 0.205
C -4.0762 1.2525 -0.2239 -0.511 -0.257 0.168
C -4.3605 0.8570 1.0817 0.021 0.074 -0.236
C -5.5614 0.2430 1.3748 -0.123 -0.051 -0.024
C -6.4810 0.0264 0.3585 0.226 0.118 -0.072
Cl -7.9847 -0.7393 0.7232 -0.178 -0.093 0.042
C -6.2113 0.4168 -0.9456 -0.106 -0.074 0.105
C -5.0082 1.0285 -1.2351 0.185 0.050 0.178
N -1.8463 2.1418 0.3381 -0.579 -0.193 0.228
C 0.6193 0.1882 0.3626 -0.176 -0.311 0.126
C 1.3059 -0.7217 1.3812 -0.277 0.025 0.070
C 0.2324 -1.5365 2.1220 0.162 0.119 0.015
N -0.6472 -2.2949 1.2650 -0.086 -0.173 0.084
C -0.2134 -3.6251 0.8696 -0.078 0.059 0.067
C 0.9546 -3.7133 -0.0869 0.007 -0.158 -0.014
C 2.2610 -3.7505 0.3872 -0.087 -0.134 -0.100
C 3.3330 -3.7629 -0.4877 0.057 -0.006 0.022
C 3.1109 -3.7501 -1.8541 0.071 -0.012 -0.035
C 1.8139 -3.7456 -2.3397 -0.049 0.038 -0.112
C 0.7440 -3.7304 -1.4612 0.027 -0.105 0.075
C -1.2481 -1.4667 0.2479 0.032 0.093 -0.204
C -0.2399 -0.6561 -0.5825 -0.166 0.112 0.231
H 6.9652 3.3639 1.2942 0.084 0.014 0.057
H 6.2748 3.4039 -0.3295 0.039 0.062 -0.129
H 5.2518 3.7276 1.0736 -0.092 0.101 0.053
H 6.6583 -0.2510 0.3044 0.039 -0.079 -0.001
H 7.8149 0.9726 0.8461 0.142 0.038 0.073
H 7.1151 1.0710 -0.7751 0.047 0.047 -0.112
H 6.3523 1.4331 2.8808 0.122 0.038 0.102
H 5.2098 0.2053 2.3218 -0.013 -0.075 0.057
H 4.6485 1.8492 2.6572 -0.078 0.086 0.056
H 4.1325 2.2119 -0.4355 -0.101 -0.169 -0.024
H 2.3778 -0.6928 -1.2857 0.058 0.040 0.056
H 2.9273 0.8711 -1.9403 -0.062 -0.111 0.062
H 0.3148 3.0370 1.1863 -0.084 0.005 -0.175
H 0.5100 4.1600 -0.1886 -0.004 -0.232 0.100
H -3.6348 1.0392 1.8591 0.055 -0.004 0.098
H -5.7885 -0.0669 2.3826 -0.044 -0.036 0.074
H -6.9391 0.2413 -1.7221 -0.076 -0.027 -0.045
H -4.7736 1.3409 -2.2405 -0.017 0.012 -0.107
H -0.0439 0.8522 0.9227 0.130 -0.069 -0.077
H 2.0059 -1.3933 0.8891 0.040 0.118 0.010
H 1.8651 -0.1195 2.1005 0.082 0.031 0.025
H 0.7090 -2.2185 2.8277 -0.025 0.020 0.075
H -0.3991 -0.8441 2.6944 0.082 0.012 0.089
H 0.0352 -4.1583 1.7923 -0.029 -0.056 -0.075
H -1.0841 -4.1150 0.4219 0.077 -0.060 0.040
H 2.4422 -3.7675 1.4526 0.012 0.026 0.139
H 4.3400 -3.7687 -0.1017 0.099 0.027 0.032
H 3.9456 -3.7514 -2.5391 0.077 -0.009 -0.054
H 1.6334 -3.7523 -3.4052 -0.004 -0.008 -0.082
H -0.2667 -3.7315 -1.8468 -0.115 0.007 -0.026
H -1.8510 -2.0944 -0.4106 -0.077 0.012 0.017
H -1.9250 -0.7666 0.7543 -0.040 0.011 -0.090
H 0.3876 -1.3371 -1.1556 0.012 0.100 -0.016
H -0.7758 -0.0208 -1.2903 -0.005 0.091 -0.042

---

Entry 2:
71
Properties=species:S:1:pos:R:3:forces:R:3 method="wB97M-V/def2-TZVPD" e_homo_ha="0.0218 / -0.0914" s_squared=0.76 total_charge=-2 homo_lumo_gap_ha="0.1289 / 0.2419" spin_multiplicity=2
Hg -2.0278 -1.5651 0.1669 -0.024 -0.060 0.019
C 4.6964 -4.0911 2.2110 0.001 0.002 -0.006
C 3.3313 -3.5406 2.5357 0.046 -0.004 -0.032
C 2.7310 -3.7973 3.7623 -0.018 0.012 0.007
C 1.4642 -3.3024 4.0600 0.019 -0.009 0.005
C 0.7856 -2.5435 3.1230 0.022 0.014 -0.038
C 1.3712 -2.2972 1.8871 0.023 0.019 -0.008
C 2.6352 -2.7802 1.5964 -0.096 0.007 0.023
S -0.8371 -1.8408 3.4556 -0.070 -0.100 0.009
O -1.1055 -2.2265 4.8348 0.013 0.013 -0.027
O -0.6600 -0.4184 3.2062 0.028 0.030 0.012
N -1.8188 -2.4301 2.4105 0.079 0.053 0.021
C -2.1278 -3.8470 2.5249 0.006 -0.002 0.009
C -3.0043 -4.3943 1.3751 -0.009 0.003 -0.029
O -3.4540 -5.5396 1.5532 0.009 0.015 -0.001
O -3.1803 -3.6700 0.3515 -0.001 -0.002 0.023
H 5.2606 -4.3118 3.1193 -0.002 -0.003 -0.003
H 5.2723 -3.3820 1.6135 -0.002 0.001 0.006
H 4.6214 -5.0168 1.6338 -0.002 -0.003 0.001
H 3.2632 -4.3882 4.5024 -0.002 0.000 -0.008
H 0.9950 -3.4879 5.0174 -0.001 0.004 -0.002
H 0.8225 -1.7239 1.1497 -0.031 0.010 -0.021
H 3.0723 -2.5452 0.6305 0.055 -0.018 0.052
H -2.6517 -4.0736 3.4564 0.001 0.003 0.010
H -1.2176 -4.4680 2.5184 -0.008 -0.001 -0.001
C 1.1578 3.1223 -2.5421 0.000 0.015 -0.014
C 1.5217 1.7266 -3.0352 0.055 0.076 0.065
N 2.1272 0.9165 -1.9903 -0.179 -0.151 -0.102
C 1.2064 0.4142 -0.9574 0.020 0.078 -0.006
C 1.3539 1.0997 0.3929 -0.025 -0.061 -0.013
C 3.4005 0.4462 -2.0346 0.131 0.088 0.091
C 4.2783 0.9136 -3.1790 0.006 0.027 0.001
N 3.8262 -0.3477 -1.1169 -0.083 -0.092 0.199
H 0.6856 3.6984 -3.3402 0.014 -0.005 -0.008
H 2.0526 3.6497 -2.2016 -0.016 0.002 0.016
H 0.4510 3.0687 -1.7144 -0.001 -0.002 0.001
H 2.2036 1.8142 -3.8785 -0.024 -0.048 -0.024
H 0.6229 1.2215 -3.4006 -0.031 0.001 0.011
H 1.3522 -0.6607 -0.8509 0.063 0.012 -0.008
H 0.1911 0.5490 -1.3370 0.008 0.001 -0.002
H 2.3625 0.9611 0.7827 -0.010 -0.020 0.008
H 0.6429 0.6635 1.0991 0.047 0.008 0.027
H 1.1421 2.1686 0.3214 0.010 0.013 -0.012
H 4.2967 2.0016 -3.2630 -0.013 0.000 0.008
H 3.9288 0.5102 -4.1310 0.010 0.003 -0.008
H 5.2947 0.5645 -3.0088 -0.006 -0.013 -0.006
H 4.8017 -0.5863 -1.2510 -0.016 0.043 -0.177
C -2.8337 4.2167 2.4318 -0.002 -0.009 -0.010
C -2.0516 3.0798 2.5778 -0.001 0.008 0.001
C -2.2376 1.9875 1.7368 0.006 0.013 -0.017
C -3.2043 2.0079 0.7273 0.000 0.011 0.003
C -3.9881 3.1616 0.6048 -0.003 -0.007 0.008
C -3.8098 4.2548 1.4425 0.001 0.002 -0.002
Si -3.4205 0.4903 -0.3994 0.020 -0.061 0.003
C -2.8342 1.0856 -2.1216 0.055 0.014 -0.065
C -2.5076 2.4058 -2.4414 -0.066 -0.002 -0.015
C -2.1231 2.7737 -3.7275 0.018 0.015 0.033
C -2.0353 1.8202 -4.7308 0.014 -0.047 -0.007
C -2.3235 0.4927 -4.4300 -0.006 0.026 -0.018
C -2.7089 0.1367 -3.1457 -0.001 0.006 0.011
H -2.6935 5.0668 3.0908 0.002 -0.002 0.002
H -1.3009 3.0250 3.3574 0.001 -0.004 -0.001
H -1.6372 1.0978 1.8969 -0.031 0.015 0.017
H -4.7550 3.2011 -0.1631 -0.005 0.005 0.008
H -4.4330 5.1359 1.3280 -0.002 -0.004 -0.004
H -4.9078 0.4195 -0.6264 -0.015 0.057 -0.013
H -2.5686 3.1688 -1.6721 0.016 -0.005 -0.010
H -1.8861 3.8103 -3.9428 -0.004 0.009 -0.001
H -1.7323 2.1027 -5.7333 -0.003 -0.001 0.005
H -2.2398 -0.2680 -5.1983 0.004 -0.003 0.000
H -2.9051 -0.9071 -2.9211 0.006 0.005 0.003

---

Entry 3:
69
Properties=species:S:1:pos:R:3:forces:R:3 method="wB97M-V/def2-TZVPD" e_homo_ha=-0.2467 smiles="COc1ccc(/C=N/S(=O)(=O)c2ccc(C)cc2)cc1.COC(=O)[C@@H]1CCCN1C1=CCCCC1" homo_lumo_gap_ha=0.2245
C 1.6098 1.5018 7.4254 -0.400 -0.197 -0.295
O 0.4739 0.7843 6.8922 0.224 0.158 -0.252
C 0.2430 0.7575 5.5534 0.421 -0.107 -0.618
C -0.8179 -0.0708 5.1067 0.348 0.328 0.571
C -1.1137 -0.1730 3.7648 0.197 0.106 -0.526
C -0.3625 0.5361 2.7974 0.494 -0.175 0.323
C -0.6479 0.4549 1.3605 0.671 0.507 -0.158
N 0.1669 0.9939 0.5040 -0.395 1.831 0.645
S -0.1850 2.1162 -0.6768 -0.547 -1.930 -0.676
O -0.1980 1.4196 -1.9519 0.059 0.800 0.677
O -1.3403 2.8835 -0.2645 0.711 -0.272 -0.123
C 1.2153 3.2366 -0.7492 0.414 0.311 0.209
C 0.9878 4.6163 -0.6521 -0.094 -0.241 0.077
C 2.0321 5.5191 -0.8462 0.064 -0.275 -0.105
C 3.3142 5.0673 -1.1768 -0.199 -0.116 0.092
C 4.4239 6.0463 -1.4534 0.253 0.135 0.037
C 3.5424 3.6867 -1.2430 -0.193 0.129 0.004
C 2.5074 2.7778 -1.0277 -0.151 -0.064 0.012
C 0.6885 1.3614 3.2500 -0.089 -0.188 0.317
C 1.0258 1.4524 4.5990 -0.559 -0.336 0.288
H 1.5790 1.2839 8.4962 0.094 0.121 -0.261
H 2.5571 1.1448 6.9947 -0.308 0.010 0.081
H 1.5174 2.5850 7.2584 -0.054 -0.297 0.010
H -1.3628 -0.6365 5.8621 0.044 0.180 -0.236
H -1.9278 -0.8190 3.4309 0.203 0.134 0.117
H -1.5429 -0.1002 1.0560 -0.183 0.388 0.075
H -0.0130 4.9796 -0.4384 0.122 -0.120 0.008
H 1.8482 6.5923 -0.7569 -0.011 -0.328 -0.069
H 5.3332 5.5252 -1.7687 -0.133 0.087 0.057
H 4.1601 6.7598 -2.2443 -0.053 -0.196 0.150
H 4.6720 6.6380 -0.5616 -0.089 -0.151 -0.151
H 4.5486 3.3334 -1.4837 -0.360 0.010 0.090
H 2.7049 1.7094 -1.0876 -0.095 0.167 0.009
H 1.2514 1.9507 2.5330 -0.057 -0.228 -0.042
H 1.8892 2.0378 4.9123 -0.331 -0.026 -0.110
C 1.9091 -0.4628 -3.3615 -0.261 0.041 -0.086
O 1.4584 -1.3917 -2.3650 -0.004 -0.428 -0.041
C 0.4452 -2.2273 -2.6551 -0.651 0.784 -0.901
O -0.1757 -2.2230 -3.6996 0.808 -0.143 0.861
C 0.2060 -3.1819 -1.4824 0.056 0.541 -0.824
C 1.0167 -4.4622 -1.7441 0.143 0.029 0.601
C 0.0042 -5.4961 -2.2261 -0.333 -0.179 -0.337
C -1.3825 -4.9495 -1.8762 -0.392 -0.368 -0.058
N -1.1667 -3.5882 -1.4452 0.912 -0.949 0.785
C -2.1646 -2.7165 -1.1748 -0.081 2.325 -0.189
C -1.9250 -1.3597 -0.9805 0.031 -2.178 -0.360
C -2.9208 -0.3326 -1.3758 -0.687 0.788 0.560
C -4.3432 -0.8861 -1.6128 0.002 -0.414 -0.117
C -4.6268 -2.2467 -0.9418 0.160 0.321 0.098
C -3.5531 -3.2876 -1.2750 -0.509 0.374 -0.463
H 2.7641 0.0101 -2.8867 0.046 0.122 -0.159
H 2.2228 -0.9661 -4.2858 -0.195 0.012 0.286
H 1.1296 0.2809 -3.5627 0.206 -0.259 0.006
H 0.5122 -2.6242 -0.5914 0.023 -0.345 0.097
H 1.8263 -4.2991 -2.4663 -0.155 -0.023 0.290
H 1.4456 -4.7806 -0.7908 0.161 -0.016 -0.170
H 0.0539 -5.6346 -3.3094 0.163 -0.029 0.165
H 0.1556 -6.4615 -1.7422 0.106 0.014 -0.167
H -2.0414 -4.9779 -2.7552 0.151 0.016 0.107
H -1.8809 -5.5564 -1.1072 0.145 0.102 0.019
H -0.9267 -0.9906 -0.7241 -0.240 -0.356 -0.665
H -2.9271 0.4461 -0.5876 -0.273 -0.008 -0.376
H -2.6200 0.1954 -2.3106 0.134 -0.354 0.671
H -5.0876 -0.1379 -1.3116 0.096 -0.224 -0.076
H -4.4710 -1.0493 -2.6885 -0.014 0.113 0.016
H -4.7097 -2.1240 0.1434 0.108 -0.009 -0.034
H -5.5855 -2.6375 -1.2904 -0.065 0.119 0.084
H -3.7298 -3.6616 -2.2983 0.091 0.163 0.178
H -3.6915 -4.1714 -0.6328 0.301 0.266 -0.021

---

Listing electronic energy for the structures above in their given order: -2043.262861; -2355.623245; -1933.062049 hartree.